A cluster of 2 separate species, C2H7N in total, computed with ωB97M-V/def2-TZVPD.

Properties
E_LUMO = 1.19 eV
energy relative to the best compared isomer or geometry (same formula, charge and spin) = 132.9 kJ/mol
Kohn-Sham gap = 10.472 eV
HOMO energy = -9.28 eV
SMILES = C=C.N

Positions of all 10 atoms, in Å:
1 C -1.87100 -1.29102 -1.81443
2 C -0.80846 -0.53603 -1.51335
3 H -2.22055 -2.04841 -1.12311
4 H -2.43722 -1.12696 -2.71962
5 H 0.03583 -0.93150 -0.96512
6 H -0.75001 0.49871 -1.83414
7 N 1.91953 1.29815 2.19226
8 H 2.80140 1.80157 2.22375
9 H 2.07289 0.49847 2.80485
10 H 1.25760 1.83702 2.74891

Cartesian forces (eV/Å) of the 3 atoms listed first:
C 0.377 0.384 0.348
C -0.355 -0.175 -0.299
H 0.562 -0.844 -0.580

=====

The ion C2H7N2 with charge +1, computed with ωB97M-V/def2-TZVPD.

Properties
net charge = +1
E_LUMO = -8.97 eV
energy relative to the best compared isomer or geometry (same formula, charge and spin) = 555.6 kJ/mol
Kohn-Sham gap = 6.036 eV
HOMO energy = -15.01 eV

Positions of all 11 atoms, in Å:
1 C -0.11666 -1.20339 1.01095
2 N -0.87484 -0.21193 0.34598
3 C -0.25003 0.92365 -0.15749
4 N 0.35125 0.71694 -1.44992
5 H -0.63851 -2.14650 1.11648
6 H 0.86185 -1.50682 0.58817
7 H 0.06817 -0.86720 2.04558
8 H -1.00881 1.73239 -0.41094
9 H 0.39000 1.39158 0.61199
10 H 1.16502 1.25213 -1.71220
11 H 0.05255 -0.08084 -1.98860

Cartesian forces (eV/Å) of the 3 atoms listed first:
C 0.568 -1.398 -1.692
N 0.798 -0.603 1.993
C -2.005 2.670 -2.485

=====

The ion C2H7N2O with charge -1, computed with ωB97M-V/def2-TZVPD.

Properties
net charge = -1
E_LUMO = 4.25 eV
energy relative to the best compared isomer or geometry (same formula, charge and spin) = 403.4 kJ/mol
Kohn-Sham gap = 5.927 eV
HOMO energy = -1.68 eV
SMILES = CCNN[O-]

Positions of all 12 atoms, in Å:
1 C 0.57471 0.67930 1.35280
2 C -0.35864 -0.13752 0.45280
3 N 0.51864 -0.42233 -0.98904
4 N -0.43729 -0.64390 -2.03050
5 O -1.63933 0.06624 -1.92527
6 H 1.14212 -0.10183 2.02321
7 H 1.50776 1.15169 0.91691
8 H 0.02152 1.34803 2.05679
9 H -0.34251 -1.12068 0.96842
10 H -1.27246 0.18951 -0.09416
11 H 0.96504 0.55701 -1.06247
12 H -0.67957 -1.56553 -1.66950

Cartesian forces (eV/Å) of the 3 atoms listed first:
C 1.301 -1.028 1.662
C 2.934 -1.258 -2.266
N -0.174 2.720 3.051

=====

The ion C2H7N2O with charge +1, computed with ωB97M-V/def2-TZVPD.

Properties
net charge = +1
E_LUMO = -3.78 eV
energy relative to the best compared isomer or geometry (same formula, charge and spin) = 40.7 kJ/mol
Kohn-Sham gap = 11.063 eV
HOMO energy = -14.85 eV
SMILES = NC(=O)C[NH3+]

Positions of all 12 atoms, in Å:
1 N 0.65947 0.31519 1.96607
2 C 0.20963 0.47654 0.71196
3 O 0.08458 1.60646 0.25023
4 C -0.13457 -0.65676 -0.24640
5 N -0.48860 -0.02744 -1.54612
6 H 0.96955 -0.58840 2.27951
7 H 0.55704 1.07672 2.60810
8 H -0.91621 -1.39744 -0.07276
9 H 0.85350 -1.14049 -0.31827
10 H -0.38970 -0.71533 -2.29039
11 H 0.06386 0.80970 -1.74455
12 H -1.46854 0.24124 -1.59737

Cartesian forces (eV/Å) of the 3 atoms listed first:
N -0.249 -1.651 -0.767
C -0.831 2.377 0.319
O -0.236 -0.413 -0.206

=====

A cluster of 2 separate species, C2H7N2O in total, computed with ωB97M-V/def2-TZVPD.

Properties
net charge = +1
E_LUMO = -9.87 eV
energy relative to the best compared isomer or geometry (same formula, charge and spin) = 671.6 kJ/mol
Kohn-Sham gap = 5.562 eV
HOMO energy = -15.43 eV

Positions of all 12 atoms, in Å:
1 N 0.44703 -1.09136 1.39155
2 C 0.96966 -0.32397 0.27472
3 C -0.23335 0.32792 -0.40998
4 N 0.10123 1.24626 -1.32877
5 O -1.34645 -0.11933 -0.22601
6 H 0.62156 -2.09613 1.37837
7 H -0.56524 -1.01396 1.26425
8 H -0.76508 0.93738 2.23718
9 H 1.60515 0.43960 0.73917
10 H 1.64567 -0.83640 -0.41189
11 H 0.94273 1.73595 -1.57654
12 H -0.77744 1.70749 -1.55865

Cartesian forces (eV/Å) of the 3 atoms listed first:
N -1.784 0.630 -1.307
C 0.524 0.644 1.343
C 3.387 -0.448 -1.080

=====

The ion C2H7N2O with charge +1, computed with ωB97M-V/def2-TZVPD.

Properties
net charge = +1
E_LUMO = -3.85 eV
energy relative to the best compared isomer or geometry (same formula, charge and spin) = 269.2 kJ/mol
Kohn-Sham gap = 11.325 eV
HOMO energy = -15.17 eV
SMILES = C/[N+](O)=C/N

Positions of all 12 atoms, in Å:
1 C -1.19895 0.96912 -0.41795
2 N -0.11098 0.10087 0.17496
3 O -0.57803 -0.57058 1.31304
4 C 1.04394 -0.39344 -0.20271
5 N 1.47904 -1.45281 0.44813
6 H -1.86148 1.15525 0.30950
7 H -1.65778 0.43770 -1.28992
8 H -0.69931 1.89373 -0.91665
9 H -1.03760 0.07143 1.81581
10 H 1.48518 0.00633 -1.14164
11 H 2.46656 -1.51004 0.49604
12 H 0.83610 -1.89975 1.07541

Cartesian forces (eV/Å) of the 3 atoms listed first:
C 4.460 -0.284 -5.259
N -1.172 0.201 0.744
O 0.465 -0.955 -1.292

=====

A cluster of 3 separate species, C2H7N2OP in total, computed with ωB97M-V/def2-TZVPD.

Properties
E_LUMO = -0.52 eV
energy relative to the best compared isomer or geometry (same formula, charge and spin) = 389.8 kJ/mol
Kohn-Sham gap = 8.798 eV
HOMO energy = -9.32 eV
SMILES = [H]/N=P/[H].CN=C=O.[H][H]

Positions of all 13 atoms, in Å:
1 H -1.13799 -0.87611 -1.16391
2 N -1.31799 -0.06469 -0.66269
3 P -2.80261 0.37933 -0.35122
4 H -2.42390 1.66684 0.19604
5 C 2.04427 -0.04416 -0.82112
6 N 1.48641 1.12562 -0.21704
7 C 0.58324 1.77438 0.12357
8 O -0.16743 2.59540 0.51279
9 H 2.99962 -0.10410 -1.25620
10 H 1.96681 -0.76290 -0.00911
11 H 1.26099 -0.47393 -1.49387
12 H -1.39623 -2.56689 2.91848
13 H -1.09518 -2.64878 2.22429

Cartesian forces (eV/Å) of the 3 atoms listed first:
H -0.120 -2.129 -0.934
N -0.797 2.303 1.030
P 1.153 0.133 -0.171

=====

The ion C2H7N2OS with charge +1, computed with ωB97M-V/def2-TZVPD.

Properties
net charge = +1
E_LUMO = -4.39 eV
energy relative to the best compared isomer or geometry (same formula, charge and spin) = 109.5 kJ/mol
Kohn-Sham gap = 9.983 eV
HOMO energy = -14.37 eV

Positions of all 13 atoms, in Å:
1 C -0.24792 -0.77521 -0.47695
2 C 0.62641 1.22732 0.72403
3 N 0.38860 -1.72151 0.24766
4 N 0.00291 0.51817 -0.35708
5 O -2.07789 -0.89229 -2.98302
6 S -1.47207 -1.66134 -1.62715
7 H 1.58309 1.55483 0.47334
8 H -0.03518 2.11803 1.07675
9 H 0.68323 0.64161 1.60722
10 H 1.21901 -1.78762 0.79864
11 H 0.07120 -2.62682 -0.06288
12 H -0.66653 1.09540 -0.92685
13 H -1.53441 -1.11530 -3.78056

Cartesian forces (eV/Å) of the 3 atoms listed first:
C 1.419 0.206 0.069
C -1.994 1.616 1.524
N -2.140 -0.218 -1.721

=====

A cluster of 2 separate species, C2H7N2P in total, computed with ωB97M-V/def2-TZVPD.

Properties
E_LUMO (alpha / beta) = 0.01 / -0.25 eV
energy relative to the best compared isomer or geometry (same formula, charge and spin) = 318.8 kJ/mol
Kohn-Sham gap (alpha / beta) = 9.146 / 6.750 eV
HOMO energy (alpha / beta) = -9.14 / -7.00 eV

Positions of all 12 atoms, in Å:
1 C 0.89795 1.12102 -0.30270
2 C -1.00297 0.56495 1.00365
3 N 0.17464 -2.94991 -1.16288
4 N 0.40674 0.46595 0.85511
5 P 0.81133 -2.59723 0.16914
6 H 0.34001 0.87014 -1.22239
7 H 0.81883 2.21416 -0.18058
8 H 1.95039 0.87292 -0.44058
9 H -1.56249 0.33520 0.08197
10 H -1.32191 -0.10429 1.80050
11 H -1.27968 1.59373 1.28727
12 H -0.23284 -2.38663 -1.88850

Cartesian forces (eV/Å) of the 3 atoms listed first:
C 0.162 0.122 -0.468
C -0.360 -0.057 -0.023
N -0.127 -0.526 -0.377

=====

The ion C2H7N2P2 with charge +1, computed with ωB97M-V/def2-TZVPD.

Properties
net charge = +1
E_LUMO = -5.21 eV
energy relative to the best compared isomer or geometry (same formula, charge and spin) = 116.6 kJ/mol
Kohn-Sham gap = 7.217 eV
HOMO energy = -12.42 eV
SMILES = C=CP=P(N)=[NH2+]

Positions of all 13 atoms, in Å:
1 C 1.84298 -1.22956 2.01712
2 C 1.07334 -0.65666 1.08254
3 P 0.39791 -1.45882 -0.39217
4 P -0.59286 0.31000 -0.86075
5 N -0.55354 1.90467 -0.70814
6 N -1.79141 -0.15483 -1.87637
7 H 2.16119 -2.27318 2.04737
8 H 2.30381 -0.62179 2.77678
9 H 0.64919 0.31982 1.25089
10 H -0.16865 2.19985 0.17560
11 H -1.04801 2.63993 -1.18199
12 H -2.45655 0.25189 -2.47163
13 H -1.81740 -1.23132 -1.85924

Cartesian forces (eV/Å) of the 3 atoms listed first:
C 0.194 0.170 -0.630
C 0.334 -0.909 0.739
P -0.280 1.621 0.478

=====

A structure of composition C2H7N2S, computed with ωB97M-V/def2-TZVPD.

Properties
net charge = -1
E_LUMO = 4.23 eV
energy relative to the best compared isomer or geometry (same formula, charge and spin) = 165.7 kJ/mol
Kohn-Sham gap = 7.438 eV
HOMO energy = -3.21 eV

Positions of all 12 atoms, in Å:
1 C -1.10419 1.97305 1.54417
2 S -0.97054 1.76402 -0.26683
3 H -0.15850 2.38871 1.93610
4 H -1.01015 1.04519 2.14934
5 H -1.91198 2.53353 1.97928
6 N -0.09752 -0.89427 -0.88005
7 C 1.11022 -1.42149 -0.95742
8 N 1.55457 -2.20035 -1.95495
9 H -0.58961 -0.97172 -1.76981
10 H -0.45673 0.02725 -0.19802
11 H 1.84880 -1.20507 -0.18122
12 H 1.78563 -3.03886 -1.40057

Cartesian forces (eV/Å) of the 3 atoms listed first:
C 1.926 -0.739 0.964
S -0.627 0.563 0.957
H -0.298 0.717 -0.350

=====

A cluster of 2 separate species, C2H7N2S in total, computed with ωB97M-V/def2-TZVPD.

Properties
net charge = +1
E_LUMO = -6.03 eV
energy relative to the best compared isomer or geometry (same formula, charge and spin) = 336.9 kJ/mol
Kohn-Sham gap = 6.548 eV
HOMO energy = -12.58 eV

Positions of all 12 atoms, in Å:
1 C -1.19083 1.27641 0.74461
2 C 0.88228 -2.27276 -1.28457
3 N -0.85891 2.50753 1.05810
4 N -0.60918 0.20574 1.22662
5 S -1.08359 -1.38856 0.88966
6 H -2.00445 1.12432 0.04536
7 H 1.41918 -2.87033 -0.57369
8 H 1.20282 -1.27438 -1.50418
9 H 0.11597 -2.73444 -1.88111
10 H -1.34957 3.29118 0.65332
11 H -0.12046 2.71970 1.71551
12 H 0.15284 0.32278 1.89433

Cartesian forces (eV/Å) of the 3 atoms listed first:
C 0.007 -0.197 0.036
C -1.522 0.517 1.557
N 0.097 0.213 0.067